# C3H2EuFO2

C3H2EuFO2 as an isolated structure at a distorted geometry (ωB97M-V with the def2-TZVPD basis set, the OMol25 dataset).

```
! wB97M-V def2-TZVPD RIJCOSX def2/J DEFGRID3
* xyz 1 8
C 0.05 -0.09 0.59
C 0.29 2.40 -1.26
O 1.01 0.56 0.96
O -0.77 0.48 -0.41
C -0.73 1.83 -0.62
H 0.46 3.47 -1.30
F 1.16 1.68 -2.00
H -1.47 2.44 -0.11
Eu -0.65 -2.69 1.34
*
```

Output
Kohn-Sham gap (alpha / beta) ... 0.2022 / 0.2095 Ha
Relative energy (zero: lowest compared OMol25 entry of this formula, charge and spin) ... 40.4 kJ/mol
LUMO (alpha / beta) ... -6.19 / -6.00 eV
Highest occupied orbital energy (alpha / beta) ... -0.42977 / -0.42980 Eh

# C21H25ClN4O4

One molecule with the formula C21H25ClN4O4 at a distorted geometry (ωB97M-V with the def2-TZVPD basis set, the OMol25 dataset).

```
! wB97M-V def2-TZVPD RIJCOSX def2/J DEFGRID3
* xyz 0 1
C -4.03 1.21 5.35
C -2.65 1.86 5.33
H -2.72 2.91 5.61
H -1.96 1.35 6.02
O -2.12 1.80 4.01
C -0.89 1.29 3.84
O -0.21 0.89 4.78
C -0.47 1.27 2.44
C 0.70 0.54 2.11
N 0.87 -0.04 0.90
C -0.25 -0.54 0.11
H -0.35 -1.62 0.33
H -1.17 -0.04 0.40
C 0.03 -0.38 -1.39
N 1.27 -1.02 -1.76
C 1.31 -2.36 -2.09
C 2.50 -2.93 -2.55
C 2.57 -4.26 -2.94
C 1.44 -5.05 -2.88
C 0.24 -4.51 -2.45
C 0.18 -3.19 -2.05
H -0.77 -2.81 -1.72
H -0.65 -5.13 -2.41
Cl 1.52 -6.71 -3.36
H 3.50 -4.67 -3.30
H 3.39 -2.33 -2.64
C 2.35 -0.41 -1.01
H 2.37 0.66 -1.24
H 3.31 -0.85 -1.29
C 2.15 -0.59 0.50
H 2.20 -1.66 0.75
H 2.94 -0.05 1.01
H 0.13 0.69 -1.62
H -0.80 -0.78 -1.97
N 1.66 0.39 3.04
H 1.37 0.68 3.97
H 2.32 -0.37 2.97
C -1.23 2.04 1.53
C -0.80 2.62 0.36
C 0.53 2.61 -0.07
N 1.63 2.62 -0.42
C -1.76 3.38 -0.44
O -2.94 3.49 -0.19
O -1.18 3.94 -1.52
C -2.03 4.72 -2.36
C -1.20 5.29 -3.49
H -0.40 5.91 -3.08
H -1.82 5.89 -4.14
H -0.74 4.49 -4.06
H -2.83 4.07 -2.75
H -2.50 5.51 -1.76
H -2.24 2.29 1.81
H -4.46 1.30 6.35
H -3.96 0.16 5.09
H -4.68 1.71 4.64
*
```

Output
Kohn-Sham gap ... 0.2927 Ha
Relative energy (zero: lowest compared OMol25 entry of this formula, charge and spin) ... 113.6 kJ/mol
LUMO ... 0.09 eV
Highest occupied orbital energy ... -0.28939 Eh

# Cl5F4Mg4

Cl5F4Mg4 as an isolated structure at a distorted geometry (ωB97M-V with the def2-TZVPD basis set, the OMol25 dataset).

```
! wB97M-V def2-TZVPD RIJCOSX def2/J DEFGRID3
* xyz -1 1
Mg 0.45 -2.23 -2.39
Mg 1.13 2.10 0.69
Mg -0.68 2.68 -2.61
Mg -0.71 -2.03 1.11
F -0.81 -2.05 -0.83
F -2.39 -2.79 1.43
F 0.50 -3.38 1.72
F 0.48 2.30 -1.10
Cl 3.46 2.00 0.35
Cl -4.15 -0.35 0.69
Cl 2.26 -0.83 -2.40
Cl -0.26 0.35 1.71
Cl 0.72 4.22 1.63
*
```

Output
Kohn-Sham gap ... 0.0902 Ha
LUMO ... -2.96 eV
Highest occupied orbital energy ... -0.19904 Eh

# C39H34F10N6OPY

C39H34F10N6OPY as an isolated structure (ωB97M-V with the def2-TZVPD basis set, the OMol25 dataset).

```
! wB97M-V def2-TZVPD RIJCOSX def2/J DEFGRID3
* xyz 0 1
Y 0.10 0.30 -0.33
C -3.40 -1.25 2.53
C -2.20 -1.09 1.65
N -1.86 0.00 1.09
N -2.60 1.14 1.28
C -1.83 2.20 1.06
O -0.59 2.16 0.81
C -2.47 3.53 1.13
C -3.86 3.67 1.02
C -4.43 4.93 1.00
C -3.62 6.06 1.09
C -2.25 5.93 1.21
C -1.67 4.67 1.22
C -1.24 -2.21 1.48
C -1.46 -3.46 2.05
C -0.49 -4.44 1.91
C 0.66 -4.16 1.20
C 0.80 -2.90 0.64
N -0.13 -1.95 0.76
H -3.85 -0.28 2.70
H -3.13 -1.71 3.48
H -4.15 -1.89 2.05
H -4.47 2.78 0.94
H -5.50 5.04 0.90
H -4.07 7.05 1.06
H -1.62 6.81 1.27
H -0.60 4.54 1.29
H -2.36 -3.65 2.61
H -0.65 -5.42 2.36
H 1.44 -4.90 1.07
H 1.67 -2.63 0.06
C -2.20 -2.26 -1.57
N -1.15 -1.35 -2.07
C -0.06 -2.17 -2.64
C 1.17 -1.36 -3.02
N 1.67 -0.62 -1.87
C 2.90 -0.06 -2.00
C 3.40 0.64 -0.88
F 2.56 0.72 0.20
C 4.62 1.26 -0.79
F 4.98 1.88 0.33
C 5.47 1.22 -1.88
F 6.68 1.81 -1.84
C 5.03 0.57 -3.02
F 5.83 0.54 -4.09
C 3.79 -0.04 -3.09
F 3.48 -0.61 -4.27
C -1.76 -0.51 -3.12
C -2.29 0.79 -2.55
N -1.15 1.44 -1.93
C -1.03 2.79 -2.03
C -2.01 3.76 -2.32
F -3.30 3.40 -2.53
C -1.74 5.12 -2.31
F -2.73 5.98 -2.58
C -0.49 5.60 -2.00
F -0.24 6.91 -1.98
C 0.51 4.68 -1.68
F 1.73 5.11 -1.34
C 0.22 3.34 -1.71
F 1.20 2.46 -1.36
H -2.62 -2.85 -2.40
H -1.79 -2.96 -0.85
H -3.00 -1.69 -1.11
H 0.21 -2.92 -1.90
H -0.44 -2.71 -3.52
H 1.90 -2.09 -3.40
H 0.94 -0.70 -3.86
H -1.00 -0.26 -3.85
H -2.55 -1.08 -3.64
H -2.73 1.37 -3.36
H -3.11 0.59 -1.84
C 2.70 -0.33 3.25
P 1.08 0.37 2.75
C -0.01 -0.33 4.04
C 1.23 2.12 3.24
C 0.22 2.77 3.94
C 0.30 4.14 4.17
C 1.38 4.87 3.70
C 2.39 4.22 3.00
C 2.31 2.86 2.76
H 3.49 0.10 2.62
H 2.69 -1.41 3.07
H 2.93 -0.14 4.29
H 0.33 -0.07 5.05
H -0.02 -1.41 3.94
H -1.03 0.03 3.91
H -0.64 2.23 4.30
H -0.50 4.64 4.71
H 1.43 5.94 3.88
H 3.23 4.79 2.62
H 3.10 2.38 2.19
*
```

Output
Kohn-Sham gap ... 0.2267 Ha
Relative energy (zero: lowest compared OMol25 entry of this formula, charge and spin) ... 9.5 kJ/mol
LUMO ... -0.84 eV
Highest occupied orbital energy ... -0.25763 Eh

# C11H6LuN5OS2

C11H6LuN5OS2 as an isolated structure at a distorted geometry (ωB97M-V with the def2-TZVPD basis set, the OMol25 dataset).

```
! wB97M-V def2-TZVPD RIJCOSX def2/J DEFGRID3
* xyz 2 1
Lu -2.64 -14.94 2.31
S -4.02 -17.18 2.26
C -4.14 -17.11 0.57
C -5.30 -16.43 0.14
N -6.30 -15.96 -0.32
C -3.19 -17.41 -0.46
S -1.57 -17.00 -0.30
C -3.49 -17.81 -1.81
N -3.76 -18.14 -2.91
O -0.80 -14.85 1.15
N -1.82 -15.53 0.40
N -5.35 -11.85 1.11
C -4.86 -13.05 0.74
N -4.23 -13.70 1.75
C -4.39 -12.84 2.92
C -3.62 -12.86 4.15
C -3.57 -11.74 4.92
C -4.25 -10.53 4.48
C -4.92 -10.50 3.26
C -4.97 -11.61 2.49
H -6.02 -11.32 0.55
H -5.15 -13.51 -0.22
H -3.18 -13.83 4.58
H -2.95 -11.70 5.81
H -4.06 -9.67 5.07
H -5.25 -9.54 2.90
*
```

Output
Kohn-Sham gap (alpha / beta) ... 0.2101 / 0.2100 Ha
Relative energy (zero: lowest compared OMol25 entry of this formula, charge and spin) ... 0.0 kJ/mol
LUMO (alpha / beta) ... -10.55 / -10.55 eV
Highest occupied orbital energy (alpha / beta) ... -0.59787 / -0.59787 Eh

# C3H9NS2

A 2-piece molecular cluster, C3H9NS2 overall at a distorted geometry (ωB97M-V with the def2-TZVPD basis set, the OMol25 dataset).

```
! wB97M-V def2-TZVPD RIJCOSX def2/J DEFGRID3
* xyz 0 1
C 1.19 -0.70 -2.29
S 0.07 0.36 -3.23
S -1.68 0.29 -2.09
H 1.77 -1.30 -2.98
H 1.81 -0.14 -1.59
H 0.59 -1.38 -1.70
H -1.26 1.20 -1.20
C 0.59 0.92 1.71
C -0.32 -0.01 1.43
N -1.23 -0.58 2.33
H 0.55 1.37 2.69
H 1.47 1.10 1.13
H -0.35 -0.41 0.42
H -1.02 -0.31 3.28
H -2.19 -0.42 2.10
*
```

Output
Kohn-Sham gap ... 0.3422 Ha
Relative energy (zero: lowest compared OMol25 entry of this formula, charge and spin) ... 98.9 kJ/mol
LUMO ... 0.47 eV
Highest occupied orbital energy ... -0.32511 Eh

| no. | E (hartree) |
| --- | --- |
| 1 | -1075.80417 |
| 2 | -1795.42441 |
| 3 | -3501.23882 |
| 4 | -3288.78890 |
| 5 | -2802.95982 |
| 6 | -970.79405 |